The following is a DFT calculation (the ωB97M-V functional and the def2-TZVPD basis) of a structure of composition C41H62ClFGeMoN4O4P3S.

Structure (XYZ):
```
119
C41H62ClFGeMoN4O4P3S (the ωB97M-V functional and the def2-TZVPD basis)
Mo -0.096 -1.501 -0.627
C -1.649 -2.382 4.174
C -0.678 -2.238 3.003
C 0.359 -1.152 3.323
P -1.466 -1.959 1.360
C -2.395 -0.145 1.664
N -1.542 0.927 1.694
Ge 0.066 0.894 0.368
N -0.585 2.277 -0.761
C -1.053 2.159 -2.125
P -1.858 0.645 -2.774
C -3.575 1.271 -3.110
C -3.657 2.346 -4.200
C -4.236 1.764 -1.815
C -1.208 0.361 -4.462
C -1.992 -0.794 -5.093
C 0.293 0.147 -4.621
C -0.095 3.538 -0.458
C -0.149 4.641 -1.326
C 0.447 5.850 -0.987
C 1.140 5.995 0.203
C 1.186 4.921 1.081
C 0.544 3.738 0.775
N 0.503 2.613 1.734
C -0.537 2.785 2.741
C -0.588 3.859 3.610
C -1.556 3.916 4.601
C -2.484 2.885 4.700
C -2.484 1.848 3.784
C -1.527 1.797 2.759
C 1.835 2.369 2.274
C 2.290 2.766 3.516
C 3.638 2.645 3.833
C 4.508 2.167 2.863
C 4.039 1.722 1.635
C 2.667 1.738 1.335
N 2.053 1.231 0.215
C 2.814 0.324 -0.645
P 2.450 -1.451 -0.220
C 3.466 -2.419 -1.429
C 3.131 -3.915 -1.349
C 3.340 -1.858 -2.853
C 3.389 -1.644 1.383
C 4.907 -1.580 1.175
C 3.073 -2.883 2.234
C -3.026 -2.996 1.356
C -3.439 -3.527 -0.021
C -4.263 -2.408 2.045
H -1.069 -2.620 5.070
H -2.374 -3.183 4.034
H -2.185 -1.450 4.379
H -0.154 -3.179 2.848
H -0.120 -0.242 3.693
H 0.962 -0.897 2.450
H 1.043 -1.505 4.099
H -2.999 -0.280 2.558
H -2.990 -0.204 0.748
H -0.250 2.362 -2.846
H -1.826 2.911 -2.291
H -4.121 0.390 -3.452
H -2.961 3.175 -4.032
H -4.663 2.772 -4.209
H -3.467 1.942 -5.195
H -3.720 2.636 -1.400
H -4.254 0.987 -1.051
H -5.267 2.058 -2.024
H -1.475 1.294 -4.962
H -1.785 -1.728 -4.570
H -1.683 -0.914 -6.132
H -3.072 -0.637 -5.079
H 0.586 -0.825 -4.225
H 0.890 0.904 -4.114
H 0.529 0.179 -5.689
H -0.639 4.564 -2.285
H 0.383 6.678 -1.683
H 1.642 6.923 0.447
H 1.753 4.995 2.003
H 0.126 4.667 3.515
H -1.590 4.759 5.277
H -3.235 2.905 5.480
H -3.264 1.102 3.840
H 1.608 3.179 4.246
H 3.999 2.955 4.805
H 5.572 2.127 3.065
H 4.749 1.357 0.911
H 3.882 0.528 -0.613
H 2.496 0.458 -1.675
H 4.497 -2.286 -1.107
H 2.078 -4.097 -1.551
H 3.336 -4.324 -0.357
H 3.735 -4.463 -2.078
H 2.300 -1.686 -3.124
H 3.760 -2.577 -3.563
H 3.888 -0.921 -2.965
H 3.079 -0.764 1.948
H 5.289 -2.551 0.854
H 5.384 -1.337 2.129
H 5.230 -0.836 0.449
H 3.624 -3.752 1.864
H 2.015 -3.136 2.239
H 3.398 -2.704 3.264
H -2.676 -3.852 1.935
H -3.899 -2.742 -0.623
H -4.198 -4.302 0.127
H -2.615 -3.959 -0.585
H -4.686 -1.583 1.469
H -4.089 -2.067 3.065
H -5.025 -3.191 2.090
O -0.645 -3.270 0.447
O 0.719 -3.467 0.836
S -2.275 -1.009 -1.686
F 0.390 -0.030 -2.004
Cl -0.778 -4.543 -5.417
C 0.383 -4.120 -4.130
C -0.309 -3.647 -2.856
O -1.291 -4.215 -2.435
O 0.324 -2.630 -2.326
H 1.047 -3.355 -4.515
H 0.956 -5.015 -3.900
```

LUMO level (spin up / spin down) = 0.48 / -1.85 eV
energy relative to the best compared isomer or geometry (same formula, charge and spin) = 411.0 kJ/mol
F_max = 1.2 eV Å⁻¹
calculated total energy = -6246.921494 hartree
expectation value of S² = 3.809
net charge = 0
2S+1 = 4

Atom charges from the Mulliken analysis, given in e for atoms 1 to 4:
1 Mo -1.462
2 C -1.478
3 C 0.138
4 C -1.382

The following is a DFT calculation (the ωB97M-V functional and the def2-TZVPD basis) of a structure of composition C27H24Cl2F10N3Se3Te2Y.

Structure (XYZ):
```
72
C27H24Cl2F10N3Se3Te2Y (the ωB97M-V functional and the def2-TZVPD basis)
Y 0.038 0.853 -1.258
C -0.697 -2.146 0.629
N -1.107 -0.739 0.596
C -2.438 -0.524 0.142
C -2.602 -1.101 -1.292
N -1.461 -0.767 -2.083
C -1.291 -1.378 -3.280
C -2.155 -2.330 -3.897
F -3.207 -2.883 -3.253
C -1.944 -2.824 -5.156
F -2.880 -3.701 -5.694
C -0.872 -2.456 -5.888
F -0.737 -2.937 -7.135
C 0.060 -1.622 -5.286
F 1.144 -1.231 -5.961
C -0.161 -1.054 -4.097
F 0.791 -0.121 -3.648
C -0.738 -0.026 1.829
C 0.851 0.173 1.819
N 1.412 0.094 0.459
C 2.659 -0.456 0.320
C 2.901 -1.178 -0.890
F 1.889 -1.224 -1.802
C 4.001 -1.912 -1.152
F 4.073 -2.607 -2.303
C 5.078 -1.905 -0.260
F 6.264 -2.514 -0.559
C 4.953 -1.103 0.856
F 5.969 -0.943 1.762
C 3.798 -0.444 1.159
F 3.850 0.302 2.337
H -1.333 -2.640 1.378
H 0.294 -2.149 1.006
H -0.663 -2.679 -0.332
H -2.620 0.549 0.052
H -3.225 -0.878 0.874
H -3.546 -0.705 -1.653
H -2.742 -2.197 -1.198
H -1.007 -0.549 2.755
H -1.236 0.986 1.844
H 1.216 -0.596 2.512
H 0.967 1.169 2.230
Se -1.948 2.386 -2.845
Se -0.969 4.273 -3.711
Te 1.058 3.114 -4.531
Se 2.072 2.515 -2.379
C -2.722 2.845 6.376
C -2.079 3.013 5.003
C -0.703 3.114 4.902
C -0.035 3.204 3.664
C 1.452 3.292 3.705
C -0.810 3.092 2.505
Te 0.204 3.325 0.550
C -2.182 3.020 2.573
C -3.073 2.822 1.376
C -2.792 3.055 3.825
H -3.724 2.547 6.278
H -2.872 3.849 6.827
H -2.062 2.285 7.086
H -0.128 3.177 5.798
H 1.829 3.226 4.701
H 1.942 4.080 3.119
H 1.837 2.390 3.207
H -3.980 3.447 1.401
H -3.396 1.763 1.482
H -2.580 2.962 0.439
H -3.892 2.910 3.803
Cl 4.204 -6.102 -5.187
C 3.247 -4.866 -4.313
Cl 1.834 -5.674 -3.566
H 2.896 -4.234 -5.099
H 3.825 -4.438 -3.474
```

LUMO level = 3.65 eV
energy relative to the best compared isomer or geometry (same formula, charge and spin) = 116.5 kJ/mol
F_max = 2.5 eV Å⁻¹
calculated total energy = -10905.377441 hartree
net charge = -2
2S+1 = 1

Atom charges from the Mulliken analysis, given in e for atoms 1 to 4:
1 Y -0.191
2 C -1.411
3 N 1.300
4 C -0.220

The following is a DFT calculation (the ωB97M-V functional and the def2-TZVPD basis) of a structure of composition C6H21O5Ti3.

Structure (XYZ):
```
35
C6H21O5Ti3 (the ωB97M-V functional and the def2-TZVPD basis)
Ti 1.429 2.620 0.744
Ti -1.208 2.551 -2.221
Ti -1.838 4.014 0.446
O -0.650 2.043 -0.069
H -0.708 1.491 0.736
C 0.679 1.068 3.534
O 1.254 2.366 3.310
H 0.652 0.636 4.535
H -0.238 0.898 2.971
H 1.361 0.426 2.976
H 0.869 2.997 3.923
C -2.545 -0.968 -0.531
O -1.681 -0.441 0.418
H -2.420 -0.429 -1.471
H -2.345 -1.984 -0.871
H -3.605 -0.940 -0.282
H -1.324 0.405 0.138
C 0.805 -3.501 1.941
C 0.776 -1.990 1.897
O 0.675 -1.630 0.513
H -0.153 -3.879 1.585
H 1.022 -3.694 2.991
H 1.568 -4.022 1.363
H 1.806 -1.865 2.230
H 0.006 -1.526 2.514
H -0.150 -1.206 0.269
C 1.351 0.726 -2.899
C 0.428 0.453 -4.192
O -0.559 1.396 -4.314
H 0.750 0.646 -1.993
H 1.685 1.763 -2.912
H 2.162 0.005 -2.796
H -0.064 -0.519 -4.233
H 1.096 0.602 -5.041
H -0.888 1.491 -5.211
```

LUMO level (spin up / spin down) = -7.07 / -7.65 eV
energy relative to the best compared isomer or geometry (same formula, charge and spin) = 18.1 kJ/mol
F_max = 4.0 eV Å⁻¹
calculated total energy = -3164.862493 hartree
expectation value of S² = 24.753
net charge = +2
2S+1 = 10

Atom charges from the Mulliken analysis, given in e for atoms 1 to 4:
1 Ti 0.698
2 Ti 0.572
3 Ti 0.610
4 O -0.420

The following is a DFT calculation (the ωB97M-V functional and the def2-TZVPD basis) of an isolated molecule of C20H30N2O5.

Structure (XYZ):
```
57
C20H30N2O5 (the ωB97M-V functional and the def2-TZVPD basis)
C 0.811 1.554 -6.781
C 1.984 1.328 -5.835
C 1.847 2.085 -4.515
C 0.703 1.562 -3.652
O 0.775 2.230 -2.401
C -0.034 1.816 -1.399
C -1.082 0.910 -1.540
C -1.804 0.523 -0.430
C -1.492 0.998 0.840
C -2.246 0.435 1.991
O -3.377 -0.010 1.881
N -1.556 0.400 3.157
C -2.073 -0.200 4.371
C -2.515 -1.658 4.173
C -1.441 -2.451 3.442
O -0.427 -2.846 3.983
N -1.719 -2.673 2.140
C -0.871 -3.461 1.277
C -0.184 -2.634 0.190
C 0.840 -1.667 0.772
C 1.594 -0.922 -0.305
O 1.426 -1.047 -1.491
O 2.497 -0.102 0.231
C 3.322 0.638 -0.676
C 4.283 1.483 0.138
C -0.479 1.947 0.968
C 0.231 2.358 -0.137
H 1.003 1.074 -7.738
H -0.107 1.138 -6.374
H 0.661 2.617 -6.956
H 2.085 0.261 -5.627
H 2.902 1.660 -6.326
H 1.690 3.148 -4.707
H 2.772 1.983 -3.943
H -0.264 1.768 -4.126
H 0.810 0.481 -3.495
H -1.330 0.496 -2.503
H -2.625 -0.171 -0.531
H -0.586 0.665 3.152
H -2.933 0.382 4.719
H -1.283 -0.154 5.121
H -2.669 -2.106 5.155
H -3.448 -1.678 3.613
H -2.538 -2.245 1.734
H -1.476 -4.245 0.809
H -0.123 -3.928 1.923
H -0.928 -2.071 -0.375
H 0.317 -3.310 -0.505
H 0.353 -0.931 1.414
H 1.567 -2.201 1.388
H 2.685 1.263 -1.309
H 3.858 -0.070 -1.318
H 4.903 0.850 0.767
H 4.921 2.055 -0.529
H 3.729 2.168 0.774
H -0.253 2.386 1.929
H 1.015 3.094 -0.050
```

LUMO level = 0.73 eV
energy relative to the best compared isomer or geometry (same formula, charge and spin) = 100.4 kJ/mol
F_max = 0.6 eV Å⁻¹
calculated total energy = -1265.891336 hartree
net charge = 0
SMILES = CCCCOc1ccc(C(=O)NCCC(=O)NCCCC(=O)OCC)cc1
2S+1 = 1

Atom charges from the Mulliken analysis, given in e for atoms 1 to 4:
1 C -1.150
2 C -0.481
3 C -0.595
4 C -0.643